{"formula": "C36H96O12", "method": "wB97M-V/def2-TZVPD", "symbols": ["C", "C", "C", "O", "H", "H", "H", "H", "H", "H", "H", "H", "C", "C", "C", "O", "H", "H", "H", "H", "H", "H", "H", "H", "C", "C", "C", "O", "H", "H", "H", "H", "H", "H", "H", "H", "C", "C", "C", "O", "H", "H", "H", "H", "H", "H", "H", "H", "C", "C", "C", "O", "H", "H", "H", "H", "H", "H", "H", "H", "C", "C", "C", "O", "H", "H", "H", "H", "H", "H", "H", "H", "C", "C", "C", "O", "H", "H", "H", "H", "H", "H", "H", "H", "C", "C", "C", "O", "H", "H", "H", "H", "H", "H", "H", "H", "C", "C", "C", "O", "H", "H", "H", "H", "H", "H", "H", "H", "C", "C", "C", "O", "H", "H", "H", "H", "H", "H", "H", "H", "C", "C", "C", "O", "H", "H", "H", "H", "H", "H", "H", "H", "C", "C", "C", "O", "H", "H", "H", "H", "H", "H", "H", "H"], "coordinates": [[19.3748, 4.5503, -11.0372], [20.4627, 4.3255, -12.0792], [21.7176, 3.6690, -11.5397], [19.9398, 3.5971, -13.2029], [19.1441, 3.6057, -10.5335], [18.4632, 4.8334, -11.5711], [19.6282, 5.3051, -10.2956], [20.7102, 5.3357, -12.4327], [21.4366, 2.8746, -10.8471], [22.3139, 4.4212, -11.0241], [22.3390, 3.2539, -12.3320], [19.1989, 4.1068, -13.5530], [17.9279, -3.0584, -11.7671], [18.8911, -1.9513, -11.4052], [19.0781, -1.7792, -9.8998], [20.1900, -2.1362, -11.9895], [17.8973, -3.1504, -12.8526], [16.9382, -2.7549, -11.4320], [18.2394, -3.9782, -11.2726], [18.4917, -1.0223, -11.8319], [18.1430, -1.4501, -9.4328], [19.8544, -1.0527, -9.6521], [19.3531, -2.6953, -9.3719], [20.6636, -1.3111, -11.8450], [17.0421, 3.7481, -16.4424], [17.5754, 4.7625, -15.4305], [16.9708, 6.1375, -15.5514], [17.2928, 4.2741, -14.0943], [17.0167, 4.1656, -17.4520], [16.0433, 3.3715, -16.2100], [17.6868, 2.8692, -16.5064], [18.6685, 4.7673, -15.4676], [16.9685, 6.3452, -16.6283], [17.5324, 6.8636, -14.9669], [15.9367, 6.1805, -15.2062], [16.3357, 4.1951, -13.9943], [19.4161, 1.6656, -7.5965], [19.8285, 2.1752, -6.2130], [21.2783, 1.8962, -5.9261], [19.6414, 3.5784, -6.1408], [19.6166, 0.6023, -7.7215], [19.8470, 2.3483, -8.3313], [18.3347, 1.7926, -7.6918], [19.1815, 1.6543, -5.4957], [21.7623, 2.4507, -5.1178], [21.8983, 2.1958, -6.7823], [21.5918, 0.8662, -5.7368], [18.7279, 3.8173, -5.9074], [14.8982, 1.9333, -10.2292], [16.2075, 2.4904, -10.8284], [17.1949, 1.3361, -10.9731], [15.8089, 3.0142, -12.0972], [14.1150, 2.6505, -9.9931], [15.1754, 1.3612, -9.3360], [14.4782, 1.2126, -10.9346], [16.5066, 3.2914, -10.1429], [17.9352, 1.5833, -11.7471], [16.6985, 0.4087, -11.2615], [17.8420, 1.1226, -10.1195], [16.5899, 2.8822, -12.6590], [21.0486, -0.9622, -14.5916], [20.7548, 0.5150, -14.8077], [19.2423, 0.7938, -14.7274], [21.3174, 1.1787, -13.6822], [22.1428, -1.0132, -14.5880], [20.8036, -1.6187, -15.4308], [20.5548, -1.3546, -13.7095], [21.1923, 0.8723, -15.7431], [18.6578, 0.4465, -15.5786], [19.1128, 1.8836, -14.7396], [18.9061, 0.4941, -13.7354], [20.9596, 2.0805, -13.6500], [15.9001, 8.5239, -10.0006], [15.1252, 7.9685, -11.2155], [15.5073, 6.5572, -11.6261], [13.7299, 8.1412, -11.0229], [15.5365, 8.0770, -9.0752], [15.6353, 9.5861, -9.9504], [16.9767, 8.4938, -10.1571], [15.4969, 8.6020, -12.0349], [15.3451, 5.8049, -10.8552], [16.5467, 6.5235, -11.9525], [14.9164, 6.2743, -12.5011], [13.6019, 9.0966, -10.9868], [16.6869, 5.0155, -7.8215], [16.0931, 4.4851, -6.5005], [15.7128, 3.0123, -6.5895], [17.0320, 4.6439, -5.4311], [15.9783, 5.2213, -8.6249], [17.4036, 4.2678, -8.1679], [17.1854, 5.9685, -7.6320], [15.2150, 5.1015, -6.2966], [15.0628, 2.8017, -5.7393], [16.5672, 2.3407, -6.6034], [15.1203, 2.8055, -7.4819], [16.8863, 5.5216, -5.0659], [12.5825, 4.9719, -9.8298], [11.4467, 5.8191, -9.2551], [10.8787, 5.2044, -7.9890], [11.8384, 7.1272, -8.8488], [12.1777, 4.1295, -10.3828], [13.3175, 4.7585, -9.0512], [13.0630, 5.6438, -10.5455], [10.6873, 5.8706, -10.0490], [10.0328, 5.7356, -7.5591], [11.7371, 5.1906, -7.3085], [10.6000, 4.1470, -8.0357], [12.4687, 7.4871, -9.4969], [14.6155, -0.4676, -6.5817], [13.6107, -1.3917, -5.9009], [14.1795, -2.3192, -4.8581], [12.5559, -0.6077, -5.3128], [15.5383, -0.4254, -6.0030], [14.1754, 0.5322, -6.5843], [14.7612, -0.7106, -7.6319], [13.1913, -2.0287, -6.6927], [14.3892, -1.8205, -3.9141], [15.1109, -2.7312, -5.2659], [13.5222, -3.1796, -4.7225], [11.8109, -1.1982, -5.1655], [15.7091, 0.2127, -14.8831], [14.4849, -0.0950, -15.7219], [13.6869, 1.1972, -15.9006], [14.8627, -0.5909, -17.0008], [16.5009, -0.5263, -15.0259], [15.4449, 0.2324, -13.8210], [16.1168, 1.2083, -15.0737], [13.8797, -0.8616, -15.2246], [14.0556, 1.8602, -16.6813], [13.7850, 1.8163, -14.9988], [12.6015, 1.0853, -15.9226], [15.6451, -1.1432, -16.9276], [12.1925, -0.4635, -12.3166], [11.3814, -0.8846, -13.5309], [11.3129, -2.4167, -13.6112], [10.0391, -0.4566, -13.3382], [13.1838, -0.9103, -12.2800], [11.7231, -0.7451, -11.3701], [12.2369, 0.6267, -12.2529], [11.7252, -0.4097, -14.4511], [12.2514, -2.9457, -13.7945], [10.6154, -2.7568, -14.3855], [10.8849, -2.8672, -12.7116], [9.3951, -0.9900, -13.8041]], "forces_ev_per_angstrom": [[-0.323, -0.786, -0.253], [-0.095, 1.061, -0.183], [-0.279, -0.030, -0.071], [0.424, 0.045, 0.460], [0.055, 0.067, 0.132], [-0.032, 0.243, 0.176], [0.099, 0.017, -0.013], [0.273, -0.090, -0.192], [0.206, -0.087, 0.013], [-0.048, -0.085, 0.197], [-0.072, -0.021, -0.051], [-0.231, -0.281, 0.133], [0.563, 0.325, -0.053], [0.637, 0.706, 0.459], [-0.596, 0.047, 0.435], [-0.594, -0.688, 0.274], [0.024, -0.311, 0.032], [-0.107, -0.165, 0.131], [-0.179, -0.176, -0.227], [-0.083, 0.066, 0.164], [0.046, 0.123, -0.041], [-0.074, 0.150, -0.205], [0.061, -0.206, -0.384], [0.181, -0.003, 0.054], [0.360, -0.072, -0.481], [-0.882, -0.991, 0.854], [0.196, 0.010, -0.826], [0.380, -0.096, -0.112], [-0.054, 0.082, 0.062], [-0.065, 0.313, 0.157], [0.030, 0.041, 0.205], [-0.092, 0.280, -0.220], [0.050, 0.656, 0.291], [0.068, 0.129, -0.216], [-0.050, -0.284, -0.019], [0.004, 0.200, 0.029], [-0.551, 0.577, 0.429], [-0.413, -0.342, 0.092], [1.871, 0.049, -0.277], [-0.062, 0.168, 0.053], [0.344, 0.095, -0.271], [0.342, -0.476, -0.245], [-0.066, -0.060, -0.038], [0.120, 0.166, 0.275], [-0.777, 0.231, 0.258], [-0.274, 0.012, -0.171], [-0.696, -0.211, -0.131], [0.189, -0.135, 0.002], [0.578, -0.723, 0.154], [-2.092, -0.684, 0.791], [0.881, 0.482, -0.474], [1.076, -0.162, -0.268], [0.266, 0.258, 0.003], [-0.277, 0.154, 0.111], [0.003, 0.027, -0.073], [0.629, 0.004, -0.364], [-0.143, -0.034, -0.152], [-0.132, 0.079, -0.056], [-0.448, 0.173, 0.385], [-0.240, 0.242, -0.033], [0.873, 0.296, -1.141], [-1.386, -0.572, 0.726], [0.643, 1.146, -0.522], [0.559, 0.086, -0.071], [-0.036, -0.330, 0.701], [-0.457, 0.312, -0.178], [0.364, 0.110, -0.227], [-0.011, 0.087, -0.067], [-0.030, -0.550, 0.231], [-0.049, -0.058, -0.007], [-0.329, -0.447, -0.215], [-0.070, -0.127, 0.016], [-0.961, 0.297, -0.464], [1.810, 0.434, 0.120], [-0.594, -0.037, -0.130], [0.012, -0.068, -0.164], [0.413, -0.239, 0.059], [0.097, 0.018, 0.171], [0.026, -0.357, 0.235], [-0.533, 0.019, -0.231], [0.029, 0.033, 0.068], [0.078, 0.077, 0.217], [-0.088, -0.094, 0.087], [-0.273, -0.107, 0.043], [0.361, -0.161, 0.463], [-0.099, 0.176, -1.188], [-0.733, 0.526, 0.269], [-0.225, -0.047, -0.058], [-0.343, -0.319, 0.202], [0.248, 0.276, -0.178], [0.220, -0.109, -0.009], [-0.203, -0.210, 0.252], [0.209, -0.370, 0.083], [0.175, 0.106, 0.157], [0.047, 0.170, -0.098], [0.279, -0.031, 0.098], [-0.080, 1.630, -0.026], [-0.712, -0.542, 0.164], [0.492, -0.715, 0.355], [0.515, -0.008, -0.462], [0.207, -0.332, 0.275], [-0.057, -0.470, -0.073], [0.205, -0.337, -0.210], [-0.083, 0.233, 0.145], [0.156, 0.273, -0.028], [-0.303, 0.299, 0.371], [-0.103, 0.095, -0.593], [-0.212, -0.159, 0.063], [-0.543, 0.642, 0.597], [-0.622, -0.218, -0.344], [0.714, -0.562, -0.516], [0.154, 0.033, -0.392], [0.185, 0.017, -0.321], [0.106, 0.026, 0.070], [0.347, -0.290, 0.107], [-0.181, 0.114, 0.090], [-0.055, 0.056, -0.004], [0.021, -0.019, 0.255], [-0.101, 0.135, 0.334], [-0.014, 0.060, 0.092], [0.199, 0.032, 0.629], [0.273, 0.475, -0.160], [-0.485, 0.483, 1.117], [-0.230, 0.203, -0.476], [-0.020, -0.020, 0.079], [-0.012, -0.136, -0.013], [0.062, -0.118, -0.344], [-0.051, 0.114, 0.062], [-0.027, -0.455, -0.410], [0.265, -0.235, 0.169], [0.063, -0.289, -0.740], [-0.033, -0.039, 0.172], [-0.287, 0.654, 0.355], [-0.780, -1.525, 0.526], [-0.018, -0.604, -0.460], [-0.277, 1.112, 0.708], [0.183, 0.160, -0.373], [-0.333, -0.322, -0.273], [0.354, -0.017, -0.191], [0.432, -0.264, -0.002], [0.140, 0.329, -0.053], [0.179, 0.273, -0.276], [0.174, 0.463, 0.307], [0.242, -0.251, -0.261]], "lowdin_charge": [-0.0387, -0.4580, -0.0364, -0.0799, 0.0649, 0.0640, 0.0893, 0.1348, 0.0807, 0.0855, 0.0778, 0.0448, -0.0410, -0.4875, -0.0588, -0.0763, 0.0819, 0.0782, 0.0852, 0.1050, 0.0736, 0.0696, 0.0831, 0.0825, -0.0359, -0.4448, -0.0440, -0.1139, 0.0832, 0.0698, 0.0700, 0.1388, 0.0846, 0.0829, 0.0838, 0.0767, -0.0564, -0.4998, -0.0691, -0.0520, 0.0728, 0.0758, 0.0460, 0.1368, 0.0781, 0.0810, 0.0784, 0.0490, -0.0417, -0.4466, -0.0419, -0.0639, 0.0546, 0.0658, 0.0659, 0.1078, 0.0737, 0.0770, 0.0674, 0.0520, -0.0506, -0.4651, -0.0516, -0.0705, 0.0859, 0.0822, 0.0405, 0.1332, 0.0725, 0.0537, 0.0701, 0.0348, -0.0448, -0.4847, -0.0523, -0.0509, 0.0768, 0.0742, 0.0809, 0.1313, 0.0565, 0.0743, 0.0831, 0.1033, -0.0424, -0.4552, -0.0432, -0.0532, 0.0555, 0.0636, 0.0823, 0.1350, 0.0859, 0.0653, 0.0631, 0.1039, -0.0513, -0.4977, -0.0638, -0.0558, 0.0853, 0.0724, 0.0560, 0.1339, 0.0764, 0.0764, 0.0798, 0.0516, -0.0475, -0.4942, -0.0691, -0.0571, 0.0788, 0.0643, 0.0707, 0.1300, 0.0858, 0.0813, 0.0755, 0.0845, -0.0553, -0.4705, -0.0507, -0.0445, 0.0721, 0.0756, 0.0622, 0.1193, 0.0772, 0.0759, 0.0668, 0.0795, -0.0595, -0.4760, -0.0642, -0.0575, 0.0723, 0.0851, 0.0755, 0.1066, 0.0754, 0.0755, 0.0838, 0.0794], "e_homo_ev": -9.695, "smiles": "CC(C)O.CC(C)O.CC(C)O.CC(C)O.CC(C)O.CC(C)O.CC(C)O.CC(C)O.CC(C)O.CC(C)O.CC(C)O.CC(C)O", "de_lowest_kcal_mol": 58.6, "charge": 0}